Formula: C12H22B3F12N4Zn
Source: OMol25
Level of theory: ωB97M-V with the def2-TZVPD basis set

The charge is +1. As for the HOMO energy: -11.88 eV. For the HOMO-LUMO gap, the calculation gives 3.846 eV. The LUMO energy is -0.29526 Eh.

Positions of all 54 atoms, in Å:
Zn -1.610 6.953 -3.717
F -1.302 2.479 -5.308
F -1.241 4.885 0.790
F -2.860 4.231 -4.959
F -0.994 4.586 -5.965
F -2.488 3.284 -6.960
F 1.940 9.255 -1.509
F 1.217 10.694 -3.009
F 1.220 8.564 -3.366
F -0.296 9.375 -1.949
F -2.860 5.453 -0.762
F -2.458 3.295 -0.453
F -0.868 4.816 -1.269
N 4.469 -0.103 2.854
N -3.102 -6.475 0.152
N -4.448 -4.609 0.248
N 4.832 -0.316 0.657
C 5.617 0.544 5.111
C 3.697 0.749 2.148
C -4.452 -5.978 0.005
C 5.563 -0.487 -0.561
C -5.491 -3.780 -0.209
C 4.627 -0.424 4.335
C -2.843 -7.870 -0.133
C 5.285 -0.678 1.925
C -5.660 -2.419 0.518
C 3.660 0.393 0.856
C -3.139 -4.172 0.551
C -2.323 -5.393 0.605
B 1.000 9.466 -2.461
B -1.809 4.552 -0.396
B -1.989 3.654 -5.796
H 4.841 -1.485 4.459
H -1.282 -5.565 0.835
H 5.457 1.595 4.874
H -2.434 -8.040 -1.129
H 3.064 0.804 0.054
H -5.277 -6.570 -0.364
H -6.139 -2.559 1.487
H -2.858 -3.129 0.552
H 6.650 0.199 5.069
H 3.618 -0.392 4.746
H 5.014 -0.325 -1.489
H 6.021 -1.460 2.041
H -5.248 -3.554 -1.248
H -4.731 -1.861 0.633
H 5.556 0.375 6.186
H -6.449 -4.230 -0.471
H 6.387 0.221 -0.476
H 5.987 -1.478 -0.722
H -2.055 -8.298 0.487
H -3.764 -8.453 -0.140
H 3.085 1.460 2.683
H -6.341 -1.778 -0.041

=====

Formula: C12H22BrClNOTl
Source: OMol25
Level of theory: ωB97M-V with the def2-TZVPD basis set

The charge is +3. As for the HOMO energy (spin up / spin down): -20.23 / -20.17 eV. For the HOMO-LUMO gap (spin up / spin down), the calculation gives 7.174 / 5.343 eV. The expectation value of S² is 0.754. As for the multiplicity: 2. The LUMO energy (spin up / spin down) is -0.47997 / -0.54505 Eh.

Positions of all 39 atoms, in Å:
Tl 5.189 1.012 -2.318
Br -3.160 0.682 1.012
Cl 1.212 -0.205 2.212
O 1.639 -0.534 -2.589
N 0.683 0.044 -2.042
C -1.484 0.276 1.975
C -0.118 -2.311 -2.241
C -1.689 -0.949 3.030
C 2.626 0.838 -0.661
C -1.786 -0.383 -2.000
C 1.103 1.114 -1.094
C -0.354 -0.888 -1.496
C -0.183 0.102 1.029
C 1.146 2.506 -1.969
C -1.230 -0.551 4.528
C -0.237 -1.188 0.068
C 0.098 1.389 0.117
H -1.171 -1.790 0.351
H -2.637 -1.107 -1.756
H 2.801 1.469 0.280
H 3.398 1.052 -1.481
H -1.254 0.566 4.722
H 0.795 -2.860 -1.852
H -0.127 -0.855 4.594
H -0.156 -2.201 -3.366
H 1.100 2.210 -3.072
H -1.765 -1.160 5.320
H 2.749 -0.248 -0.304
H 0.266 3.176 -1.706
H 0.615 2.162 0.788
H -1.258 1.193 2.629
H -2.818 -1.140 3.107
H 2.134 3.011 -1.741
H -1.145 -1.861 2.636
H -0.843 1.898 -0.263
H -1.017 -2.960 -1.948
H -2.032 0.689 -1.675
H 0.648 -1.866 0.320
H -1.738 -0.335 -3.145

=====

Formula: C12H22BrO5S
Source: OMol25
Level of theory: ωB97M-V with the def2-TZVPD basis set

The charge is +1. As for the HOMO energy: -12.87 eV. For the HOMO-LUMO gap, the calculation gives 9.539 eV. The LUMO energy is -0.12250 Eh.

Positions of all 41 atoms, in Å:
Br -2.123 -1.891 3.077
S 0.762 -0.658 2.230
O -2.030 -2.843 0.486
O 4.498 0.318 -1.332
O -2.991 2.096 -0.508
O 3.147 0.243 0.477
O -0.546 1.535 2.026
C 0.688 1.074 1.660
C 2.172 0.132 -1.796
C -1.196 2.321 1.016
C 3.300 -1.049 1.057
C 2.120 -1.280 -2.393
C -4.696 0.541 -1.343
C -1.951 1.406 0.074
C 3.384 0.235 -0.901
C -1.403 -2.202 1.296
C 2.489 -1.163 2.313
C -0.026 -1.605 0.907
C -3.532 1.472 -1.664
H 1.304 0.258 -1.165
H -1.256 1.007 -0.669
H 2.917 -0.635 3.149
H -1.869 2.983 1.528
H -2.296 0.563 0.678
H -5.459 0.655 -2.095
H 2.460 -2.205 2.597
H 1.516 -1.336 -3.281
H 2.201 0.901 -2.545
H 0.599 -2.439 0.639
H 3.087 -1.828 0.339
H 4.336 -1.182 1.343
H 0.856 1.121 0.595
H -0.228 -0.957 0.071
H -0.477 2.916 0.474
H -3.848 2.268 -2.314
H -5.123 0.786 -0.383
H -2.769 0.912 -2.192
H 1.722 -1.956 -1.653
H 3.114 -1.630 -2.611
H 1.503 1.601 2.138
H -4.361 -0.484 -1.322

=====

Formula: C12H22ClFNO11S
Source: OMol25
Level of theory: ωB97M-V with the def2-TZVPD basis set

Its energy relative to the best compared isomer or geometry (same formula, charge and spin) is 384.47 kJ/mol. The charge is -1. As for the HOMO energy: -5.77 eV. For the HOMO-LUMO gap, the calculation gives 7.319 eV. The LUMO energy is 0.05698 Eh.

Positions of all 49 atoms, in Å:
Cl 3.471 -1.625 6.235
S -1.023 1.133 -0.239
F -0.135 2.092 -1.318
O 3.377 -0.271 5.727
O 2.407 -1.858 7.189
O -3.370 -0.178 -4.116
O -2.922 -0.764 1.199
O -0.129 0.851 0.929
O 3.348 -2.561 5.136
O -0.643 -0.255 3.690
O -2.940 -0.034 -1.754
O -2.203 1.978 0.193
O -1.617 -1.409 -3.179
O 4.752 -1.809 6.884
N 0.651 -1.040 -2.093
C 0.869 2.574 -5.740
C -2.623 -1.175 2.568
C 0.893 0.746 -3.912
C -2.723 -0.508 -3.103
C 0.127 0.904 4.097
C 1.109 -0.801 -3.497
C -1.721 -0.398 -1.036
C -2.003 -1.355 0.258
C 1.680 0.832 3.593
C 1.533 1.136 -5.333
C -0.804 -1.302 -1.989
C -2.029 0.059 3.452
H -0.832 -2.332 -1.456
H -2.200 1.041 2.894
H 1.881 1.720 2.876
H 0.654 3.162 -4.770
H -0.966 -1.568 0.715
H -1.888 -2.062 2.627
H 1.480 1.354 -3.119
H -0.192 1.097 -3.845
H -0.156 2.405 -6.231
H 2.258 -0.953 -3.488
H 0.707 -1.545 -4.269
H -2.627 0.044 4.440
H -2.460 -2.370 -0.070
H 1.858 -0.129 2.982
H 1.255 0.305 -6.079
H -3.607 -1.555 3.044
H 2.323 0.884 4.542
H 2.666 1.335 -5.298
H 0.098 1.022 5.246
H 1.552 3.185 -6.435
H -0.310 1.844 3.585
H 1.174 -1.848 -1.732

=====

Formula: C12H22F4NO6S2
Source: OMol25
Level of theory: ωB97M-V with the def2-TZVPD basis set

The charge is +1. As for the HOMO energy: -11.87 eV. For the HOMO-LUMO gap, the calculation gives 8.841 eV. The LUMO energy is -0.11139 Eh.

Positions of all 47 atoms, in Å:
S 3.449 -0.066 1.086
S -1.223 -0.018 2.772
F -0.931 4.130 0.698
F 0.157 1.569 -1.685
F 1.779 0.158 -1.721
F 2.158 2.257 -1.507
O 0.542 -1.421 -3.422
O 2.214 -1.036 0.857
O 3.884 -0.118 2.445
O 4.361 -0.219 -0.006
O -0.755 0.332 -3.622
O 2.620 1.287 0.865
N 0.767 1.021 -4.536
C 1.348 1.287 -1.110
C 0.918 -0.367 0.893
C 0.079 -1.246 -0.046
C -2.024 -1.654 2.878
C 0.481 -0.437 2.371
C -2.740 -1.844 4.227
C 1.249 1.114 0.434
C -0.904 2.734 0.806
C -0.594 -0.750 -3.098
C -1.193 -0.683 -0.682
C -1.479 -1.386 -2.028
C 0.553 2.327 1.107
H -3.610 -2.501 4.108
H -3.106 -0.878 4.607
H 0.672 -1.476 2.681
H 1.408 1.548 -3.939
H -1.583 2.452 1.619
H 0.766 -1.583 -0.839
H -1.255 -2.460 -1.957
H 0.001 1.627 -4.836
H 0.609 -2.273 -2.966
H 1.270 0.668 -5.352
H 1.155 0.184 2.977
H -1.296 2.344 -0.130
H 0.366 0.231 -4.009
H -2.061 -2.257 4.981
H 1.170 3.197 0.828
H -2.072 -0.795 -0.034
H -2.757 -1.707 2.057
H -1.093 0.378 -0.890
H -1.267 -2.430 2.710
H -0.177 -2.155 0.524
H -2.534 -1.281 -2.309
H 0.682 2.196 2.190

=====

Formula: C12H22Si
Source: OMol25
Level of theory: ωB97M-V with the def2-TZVPD basis set

Its energy relative to the best compared isomer or geometry (same formula, charge and spin) is 139.87 kJ/mol. As for the HOMO energy: -8.80 eV. For the HOMO-LUMO gap, the calculation gives 9.654 eV. The LUMO energy is 0.03132 Eh.

Positions of all 35 atoms, in Å:
Si 2.057 -0.259 -0.140
C -2.335 -1.014 1.492
C 3.665 0.735 0.077
C -1.312 -1.704 -0.677
C -1.311 0.727 0.036
C -2.018 -0.548 0.032
C 0.587 0.964 0.053
C 0.643 2.279 0.138
C 2.083 -1.459 1.302
C 2.415 -1.131 -1.787
C -0.596 3.030 0.096
C -3.403 -0.217 -0.662
C -1.784 1.989 0.006
H 3.486 -1.606 -1.683
H 1.104 -1.238 1.751
H -0.618 3.620 -0.945
H -3.922 -1.019 -1.012
H -2.777 2.437 -0.051
H -3.924 0.272 0.160
H -1.339 -1.067 1.960
H -0.802 3.606 0.980
H 2.063 -2.448 0.908
H -1.974 -2.470 -1.012
H 1.565 2.715 0.402
H -0.733 -1.353 -1.476
H -2.658 -1.993 1.315
H 2.336 -0.377 -2.505
H 4.528 0.176 -0.244
H 3.643 1.669 -0.277
H -3.302 0.460 -1.487
H -0.538 -2.032 -0.061
H -2.938 -0.466 2.131
H 2.664 -1.307 2.262
H 1.706 -1.849 -2.168
H 3.737 0.878 1.086